ORCA calculation (ωB97M-V/def2-TZVPD) on a 2-piece molecular cluster, BrClOS overall.

CARTESIAN COORDINATES (ANGSTROEM)
O: 0.408068 -1.943626 -0.247471
S: 1.482027 -1.125851 0.328894
Cl: -3.059534 1.970582 -0.003806
Br: 1.169440 1.098894 -0.077616

Forces on atoms 1 to 3 (eV/Å):
0.281 0.418 0.130
-0.298 0.365 -0.212
0.043 -0.012 0.000

The value obtained for the orbital gap (alpha / beta) is 9.421 / 5.620 eV. As for the net charge: 0. The LUMO energy (alpha / beta) is -0.068 / -0.146 hartree. The value obtained for the maximum force is 0.77 eV/A. The calculation puts the energy above the lowest of the compared OMol25 structures with the same formula, charge and spin at 47.1 kcal/mol. For the highest occupied orbital energy (alpha / beta), the calculation gives -11.278 / -9.586 eV.

Taken from the natural (NBO) analysis, the atomic charges in e are: number 1, O, carries -0.740; number 2, S, carries 0.935; number 3, Cl, carries -0.002; number 4, Br, carries -0.192